Entry from OMol25: a structure of composition C25H35BeN3 at a distorted geometry (wB97M-V/def2-TZVPD).

```
64
Properties=species:S:1:pos:R:3:forces:R:3:lowdin_charge:R:1
C -4.063 0.583 -0.019 -0.8 0.0 -0.6 -0.16
C -3.979 1.555 -1.219 -0.8 -0.3 0.2 -0.14
H -3.735 -0.404 -0.339 -0.2 0.2 0.2 0.04
H -5.103 0.443 0.312 0.3 0.2 -0.1 0.08
H -3.497 0.920 0.846 0.1 -0.1 -0.1 0.03
H -3.512 1.091 -2.087 0.1 0.0 0.0 0.06
H -4.998 1.827 -1.521 0.3 0.1 -0.1 0.06
H -3.441 2.455 -0.962 0.0 0.1 -0.1 0.02
C 0.648 -3.541 -0.203 0.9 0.4 0.0 -0.12
C 1.870 -4.227 -0.254 -0.3 0.5 0.0 -0.05
C 3.028 -3.481 -0.503 -0.5 0.0 0.2 -0.05
C 2.895 -2.116 -0.740 -0.3 0.6 -0.1 -0.02
H -0.271 -4.098 0.012 0.2 0.4 0.0 0.12
H 1.883 -5.302 -0.072 0.1 0.3 -0.1 0.11
H 4.011 -3.953 -0.517 -0.3 0.2 0.0 0.11
H 3.767 -1.505 -0.964 -0.1 -0.3 0.2 0.11
N 0.541 -2.217 -0.408 0.2 -0.2 -0.8 0.10
C 1.615 -1.493 -0.742 0.1 -1.8 0.1 -0.19
C 1.487 -0.112 -1.292 -0.5 1.0 0.3 -0.13
N 0.539 0.824 -0.898 1.4 0.5 -1.1 0.12
C 0.779 2.113 -1.324 0.2 -0.6 0.2 -0.09
C 2.717 1.532 -2.604 -0.4 -0.1 0.1 -0.04
C 1.897 2.514 -2.060 -0.4 -0.1 -0.2 -0.04
H 0.065 2.871 -0.985 0.2 -0.5 -0.2 0.09
H 2.048 3.576 -2.272 -0.1 -0.4 0.1 0.12
C 2.470 0.217 -2.242 -0.2 0.0 0.0 -0.03
H 3.025 -0.603 -2.699 0.0 0.4 0.2 0.12
H 3.506 1.761 -3.319 -0.1 0.0 0.2 0.12
Be -0.837 0.950 0.355 1.1 0.2 2.1 0.30
C -1.433 2.596 0.705 -0.2 0.0 -0.8 -0.17
H -1.887 3.086 -0.162 -0.1 0.3 0.2 -0.03
H -0.649 3.287 1.066 -0.2 -0.4 -0.2 0.01
H -2.178 2.561 1.513 0.1 0.0 -0.2 0.02
C 1.174 1.143 6.400 0.0 0.0 0.1 -0.06
C 1.172 1.357 4.912 0.1 0.1 -0.6 -0.28
C 1.968 2.359 4.356 -0.1 0.0 0.1 -0.05
C 1.957 2.603 2.977 -0.3 -0.6 0.5 -0.29
C 2.842 3.680 2.437 0.2 0.3 -0.1 -0.06
C 1.134 1.836 2.158 0.3 0.0 0.1 -0.03
C 0.295 0.811 2.677 -0.2 0.0 0.1 -0.24
C 0.373 0.576 4.078 -0.1 0.0 -0.1 0.00
N -0.556 0.151 1.811 0.3 -0.2 -0.6 -0.02
C -1.304 -1.027 2.260 0.3 -0.1 0.3 -0.58
C -0.384 -2.119 2.854 -0.2 -0.3 0.1 -0.05
C -2.404 -0.698 3.298 -0.2 -0.2 0.1 -0.03
C -1.964 -1.656 1.040 0.0 -0.6 -0.5 -0.07
H 2.200 1.086 6.781 -0.2 0.0 0.0 0.08
H 0.686 1.987 6.907 0.1 -0.2 -0.1 0.08
H 0.642 0.225 6.672 0.1 0.2 0.0 0.07
H 2.586 2.973 5.014 -0.1 -0.1 -0.2 0.11
H 2.534 4.670 2.788 -0.1 -0.1 0.0 0.08
H 3.872 3.543 2.781 -0.1 0.0 -0.1 0.08
H 2.844 3.696 1.347 0.0 0.0 0.0 0.06
H 1.127 2.035 1.080 0.2 -0.1 0.8 0.06
H -0.214 -0.223 4.535 0.3 0.6 -0.2 0.07
H -0.166 -1.951 3.914 0.0 -0.2 -0.4 0.06
H -0.916 -3.083 2.775 0.3 0.2 0.1 0.09
H 0.564 -2.174 2.302 -0.3 0.0 0.1 0.08
H -2.807 0.312 3.157 0.1 -0.2 0.0 0.09
H -3.225 -1.427 3.200 0.2 0.3 0.1 0.08
H -2.014 -0.792 4.317 -0.3 0.2 -0.1 0.06
H -2.313 -0.929 0.313 0.0 0.1 0.3 0.02
H -1.267 -2.250 0.457 -0.2 0.1 0.4 0.02
H -2.809 -2.297 1.323 0.1 0.3 -0.1 0.10
```
Forces are in eV/Å.

* HOMO level: -6.198 eV
* LUMO energy: -0.797 eV
* net charge: 0
* gap between HOMO and LUMO: 5.401 eV
* total energy: -31364.47767 eV

***

Entry from OMol25: the molecule C4H5NO2 at a distorted geometry (wB97M-V/def2-TZVPD).

```
12
Properties=species:S:1:pos:R:3:forces:R:3:lowdin_charge:R:1
N -2.302 -0.770 -0.229 0.1 0.1 0.1 0.05
C -1.294 -0.477 0.560 -0.2 0.1 -0.3 -0.10
C 0.049 -0.615 0.063 0.2 0.5 -0.5 -0.09
C 1.112 0.211 0.207 -0.3 0.1 0.0 -0.32
O 2.403 -0.235 0.138 0.0 -0.1 -0.1 0.03
C 0.958 1.664 0.183 -0.3 0.3 0.2 -0.20
O -0.131 2.188 0.049 0.5 -0.1 0.2 0.06
H -3.238 -0.746 0.157 0.2 0.0 -0.1 0.09
H -2.259 -0.953 -1.231 0.2 0.0 0.1 0.11
H 0.378 -1.381 -0.626 -0.4 -1.3 0.5 0.12
H 2.423 -1.123 0.524 0.1 0.2 -0.2 0.11
H 1.903 2.237 0.204 -0.1 0.1 0.1 0.13
```
Forces are in eV/Å.

* HOMO level (spin up / spin down): -7.867 / -7.870 eV
* LUMO energy (spin up / spin down): -0.445 / -0.445 eV
* net charge: 0
* gap between HOMO and LUMO (spin up / spin down): 7.422 / 7.425 eV
* total energy: -9810.52718 eV

***

Entry from OMol25: a structure of composition C32H39N5STl at a distorted geometry (wB97M-V/def2-TZVPD).

```
78
Properties=species:S:1:pos:R:3:forces:R:3:lowdin_charge:R:1
Tl -0.407 -0.488 0.292 0.7 0.6 -1.5 0.83
N -3.828 0.302 1.565 -1.6 0.0 0.3 0.04
N -1.155 2.593 0.246 6.9 2.9 1.9 -0.11
C 1.040 -0.917 -2.423 -1.3 0.0 -0.4 -0.34
C 0.668 0.307 -3.033 -0.8 -0.9 0.5 -0.27
C -0.728 0.264 -3.297 0.5 -1.1 0.5 -0.27
C -1.541 1.381 -3.823 -0.2 0.3 -0.2 -0.07
H -0.907 2.068 -4.397 -0.2 0.0 0.0 0.06
H -2.014 1.959 -3.008 0.0 0.0 -0.3 0.06
H -2.341 1.009 -4.478 0.1 0.3 0.0 0.06
C -1.218 -1.013 -2.911 1.3 0.6 0.4 -0.29
C -2.604 -1.512 -3.073 -0.3 -0.2 -0.1 -0.06
H -2.602 -2.465 -3.629 -0.2 0.1 0.1 0.07
H -3.199 -0.784 -3.641 0.0 -0.3 0.2 0.06
H -3.105 -1.692 -2.108 -0.1 0.0 -0.3 0.04
C -0.127 -1.747 -2.358 0.3 1.2 -0.4 -0.38
C -0.195 -3.134 -1.836 0.0 -0.4 -0.2 -0.10
H -0.993 -3.271 -1.086 0.1 -0.1 0.0 0.05
H 0.758 -3.429 -1.381 -0.2 0.0 0.0 0.06
H -0.399 -3.834 -2.661 0.0 -0.2 0.2 0.07
C 1.559 1.428 -3.401 0.3 0.5 -0.1 -0.07
H 1.436 1.689 -4.466 0.2 0.0 0.2 0.07
H 2.616 1.182 -3.237 -0.2 0.1 0.0 0.07
H 1.331 2.336 -2.823 0.1 0.0 -0.1 0.05
C 2.398 -1.298 -1.973 0.6 -0.2 -0.1 -0.09
H 2.368 -1.989 -1.117 0.1 0.2 -0.1 0.06
H 2.987 -0.418 -1.675 -0.1 -0.2 0.0 0.06
H 2.948 -1.805 -2.786 0.1 0.0 0.3 0.07
C -4.254 -0.030 2.817 1.5 1.1 0.2 -0.22
H -5.035 -0.802 3.029 0.7 0.4 -1.0 0.10
C -3.654 0.522 3.967 -0.8 -0.3 -0.2 -0.17
H -3.785 0.046 4.946 -0.2 0.4 -0.4 0.09
C -2.834 1.636 3.788 0.2 0.2 -0.7 -0.10
H -2.373 2.176 4.614 -0.2 -0.2 0.0 0.10
C -2.559 2.062 2.500 0.6 0.6 1.4 -0.08
H -1.849 2.868 2.312 -0.5 0.0 0.5 0.10
C -2.961 1.336 1.381 1.2 0.0 -1.2 -0.31
C -2.105 1.607 0.173 -4.7 -1.8 0.1 -0.24
H -2.331 1.645 -0.862 -1.6 -1.1 -0.8 0.07
C -0.090 2.040 0.918 0.1 -0.7 -2.5 -0.25
C -0.557 3.698 -0.484 -2.9 -0.5 0.0 -0.02
H -1.175 4.462 -0.944 0.2 -0.3 -0.1 0.11
C 0.762 3.684 -0.323 2.3 0.1 -0.1 -0.07
H 1.559 4.392 -0.670 -1.4 -0.8 0.4 0.12
N 1.097 2.541 0.459 -1.5 2.2 -0.3 0.02
C 2.375 1.964 0.703 0.9 0.1 0.2 -0.09
C 3.524 2.216 -0.107 0.1 -0.5 0.8 -0.17
C 4.700 1.489 0.193 -1.3 0.0 0.7 -0.02
H 5.589 1.680 -0.383 0.2 -0.1 -0.2 0.11
C 4.737 0.566 1.241 0.1 0.1 0.0 -0.29
C 5.955 -0.254 1.528 0.5 -0.3 0.2 -0.07
H 5.690 -1.313 1.653 0.1 0.2 -0.1 0.08
H 6.433 0.056 2.468 -0.1 0.0 -0.2 0.08
H 6.708 -0.190 0.738 -0.1 0.0 0.0 0.07
C 3.650 0.422 2.093 -1.1 1.3 -1.1 0.00
H 3.712 -0.207 2.958 0.0 -0.3 0.3 0.11
C 2.455 1.142 1.858 1.2 0.0 -0.7 -0.20
C 1.328 1.140 2.809 -1.1 0.2 1.0 -0.12
H 1.468 1.894 3.594 0.3 -0.1 0.1 0.09
H 1.177 0.167 3.269 0.1 -0.1 0.2 0.05
H 0.330 1.473 2.232 1.8 -1.3 1.6 0.02
C 3.673 3.255 -1.195 -0.2 0.1 -0.4 -0.07
H 4.060 4.213 -0.798 -0.2 -0.3 0.0 0.09
H 2.738 3.458 -1.727 0.5 -0.2 0.0 0.03
H 4.407 2.911 -1.940 -0.3 0.1 0.3 0.08
C -3.810 -2.460 0.499 -0.2 0.1 -0.3 -0.03
N -2.956 -3.350 1.266 0.5 -0.3 0.2 -0.10
C -3.134 -4.747 1.313 0.7 0.6 0.4 -0.05
C -2.169 -5.212 2.144 -0.4 -0.3 -0.4 -0.10
N -1.433 -4.136 2.572 1.5 0.0 1.0 0.04
C -1.894 -2.973 2.050 -1.0 0.4 0.6 -0.73
S -1.417 -1.425 2.567 -0.4 -1.5 0.9 0.62
H -4.463 -1.834 1.122 0.2 -0.6 -0.2 0.06
H -3.242 -1.734 -0.100 0.0 -0.5 0.2 0.06
H -4.354 -3.161 -0.138 -0.2 0.6 -0.2 0.09
H -3.883 -5.299 0.751 0.3 0.5 0.2 0.12
H -1.920 -6.221 2.410 0.0 -0.1 0.1 0.11
H -0.644 -4.132 3.256 -1.2 0.0 -1.1 0.17
```
Forces are in eV/Å.

* HOMO level: -2.323 eV
* LUMO energy: 2.275 eV
* net charge: -1
* gap between HOMO and LUMO: 4.597 eV
* total energy: -56791.33031 eV